112
Properties=species:S:1:pos:R:3 method="wB97M-V/def2-TZVPD" total_charge=+1 energy_ha=-5193.43087
C -6.98369 -1.29143 -1.45614
C -5.67393 -0.54841 -1.15910
C -4.88316 -0.31365 -2.46945
C -3.82221 -1.41911 -2.71308
C -2.45901 -0.80578 -3.07430
C -1.27352 -1.64765 -2.57716
C 0.05775 -1.05426 -3.08213
N 1.04937 -0.56977 -2.07787
I 2.77789 -0.17030 -3.28480
C 1.52768 -1.58290 -1.03484
S 1.53164 -3.27842 -1.65753
C 0.85294 -1.51344 0.35368
C 1.56972 -2.38863 1.37944
C 0.82609 -2.37639 2.71053
C -0.22589 -3.50671 2.78823
C -1.56137 -3.02725 3.34252
S -1.52055 -3.03282 5.12981
O -0.27677 -2.50855 5.57638
O -1.84987 -4.32240 5.59831
Cl -3.01800 -1.75588 5.70345
N 0.65157 -0.16617 0.87912
P 1.98687 0.57443 1.69187
C 1.59478 2.05759 2.66774
C 0.78901 1.72875 3.95286
C 3.64690 0.52774 0.87930
C 4.53703 1.70024 1.31334
C -0.09936 0.60489 -0.11646
C -0.69774 1.88726 0.42330
C -2.14369 2.07129 0.01117
O -2.93702 1.02774 0.53328
C -3.21509 1.16694 1.93552
C -4.67313 1.01271 2.26540
C 0.77038 0.75360 -1.39414
S 0.24928 2.09481 -2.50053
H -7.63797 -1.24683 -0.59320
H -6.73527 -2.31400 -1.72631
H -7.44860 -0.82864 -2.31543
H -5.85294 0.41893 -0.70177
H -5.03988 -1.11535 -0.48615
H -4.41307 0.66276 -2.37805
H -5.56109 -0.25297 -3.31132
H -3.76379 -2.10019 -1.87202
H -4.16237 -1.94315 -3.59842
H -2.37406 -0.82376 -4.15570
H -2.34560 0.20030 -2.68134
H -1.33358 -1.82764 -1.50869
H -1.38973 -2.61491 -3.05665
H 0.53626 -1.80779 -3.68664
H -0.17765 -0.28510 -3.80503
H 2.56911 -1.36197 -0.85715
H 0.55655 -3.84327 -0.92547
H -0.14542 -1.95580 0.29199
H 1.56084 -3.42389 1.06259
H 2.61908 -2.13380 1.48625
H 0.34672 -1.42362 2.89816
H 1.52829 -2.52169 3.51941
H 0.14546 -4.27692 3.45700
H -0.43997 -3.90170 1.80084
H -1.83023 -2.01737 3.03860
H -2.38460 -3.67358 3.06103
H 2.52140 2.51631 2.98151
H 1.05718 2.85066 2.15743
H 0.08082 2.53184 4.12287
H 0.29912 0.76588 3.89675
H 1.46576 1.75584 4.79614
H 4.16802 -0.36682 1.19674
H 3.66828 0.52124 -0.21330
H 4.52298 1.83656 2.38696
H 5.55776 1.41925 1.07679
H 4.30364 2.61402 0.78095
H -0.95468 -0.01808 -0.38565
H -0.74825 1.75004 1.50117
H -0.09375 2.77492 0.26594
H -2.51307 3.05437 0.30269
H -2.26359 2.02071 -1.06589
H -2.67440 0.37045 2.45467
H -2.79867 2.10236 2.30374
H -5.12134 0.14103 1.81040
H -4.73598 0.86576 3.34205
H -5.23835 1.91515 2.06792
H 1.73833 1.10432 -1.05165
H -0.71068 1.56533 -3.27397
C 3.04594 5.67066 -5.31302
S 4.17453 4.74714 -4.26488
O 4.04312 3.31315 -4.64408
C 3.24629 4.97337 -2.74190
H 3.41930 5.62045 -6.33349
H 2.05162 5.22622 -5.26229
H 3.01764 6.70983 -4.98588
H 2.23809 4.57585 -2.86522
H 3.21121 6.03394 -2.49356
H 3.76232 4.43178 -1.95105
C 2.82346 0.65621 -7.30738
S 1.24207 1.47387 -7.08167
O 0.60732 0.87879 -5.86773
C 0.43090 0.73968 -8.50547
H 3.47426 0.95778 -6.48775
H 2.68363 -0.42542 -7.29665
H 3.26194 0.97432 -8.25245
H 0.44379 -0.34666 -8.41688
H 0.94403 1.05417 -9.41385
H -0.59727 1.09443 -8.52710
C 1.93158 -3.60157 7.83587
S 3.40848 -2.62450 7.53840
O 4.57273 -3.43403 7.97976
C 3.08693 -1.40944 8.82483
H 1.94679 -4.45138 7.15683
H 1.92421 -3.95692 8.86646
H 1.05082 -2.99389 7.63422
H 3.00683 -1.91032 9.78947
H 2.16518 -0.87450 8.59483
H 3.92031 -0.71026 8.84310


113
Properties=species:S:1:pos:R:3 method="wB97M-V/def2-TZVPD" total_charge=-1 energy_ha=-2844.10780
C 2.15162 8.03987 4.89232
C 1.36028 6.96195 4.73233
C 1.73343 5.57722 5.14541
P 1.37147 4.18944 3.88346
C 2.36122 4.85791 2.37336
I 4.28982 5.75157 2.85836
C 1.54431 5.74006 1.42109
C 2.33461 5.97107 0.11409
O 0.78531 2.96586 2.72770
C -0.54453 2.74048 3.04762
C -0.54461 2.49793 4.56847
O 0.44036 3.34796 5.12385
H 1.73053 8.93937 5.33951
H 3.17766 8.10809 4.55410
H 0.37323 7.13942 4.31123
H 2.73991 5.55730 5.56498
H 1.07468 5.37718 5.99149
H 2.48999 3.37750 4.30939
H 0.22747 4.97700 3.45763
H 2.61933 3.98424 1.78378
H 1.27608 6.68540 1.88752
H 0.66569 5.14941 1.16934
H 2.97711 5.11914 -0.09892
H 3.01352 6.81342 0.24502
H 1.67883 6.17932 -0.73170
H -1.23056 3.54639 2.76166
H -0.97483 1.84258 2.58965
H -0.14580 1.49522 4.76564
H -1.53802 2.65317 4.99659
C 8.38080 1.40507 0.99292
C 7.23780 2.39200 1.09962
O 6.33199 2.40954 0.28263
N 7.26177 3.25919 2.14292
C 8.25709 3.36785 3.18846
H 8.22285 0.78453 0.11567
H 9.33147 1.92912 0.88286
H 8.41564 0.76192 1.87356
H 6.47778 3.90011 2.17770
H 7.78096 3.21035 4.15824
H 8.68914 4.37079 3.17511
H 9.05053 2.63840 3.05966
C -3.08748 -0.05110 0.28989
C -3.96538 0.05510 1.51643
O -4.33959 1.14025 1.93686
N -4.30900 -1.10015 2.13178
C -3.92520 -2.45684 1.76182
H -2.89411 0.94933 -0.08657
H -2.13480 -0.51862 0.54164
H -3.58707 -0.62969 -0.48949
H -4.89501 -0.97016 2.94105
H -4.81703 -3.04033 1.56875
H -3.38984 -2.89837 2.60076
H -3.29495 -2.46570 0.87920
C -4.91192 -4.41365 -2.50481
C -5.66723 -4.20763 -1.21837
O -5.12879 -4.33914 -0.12856
N -6.97918 -3.86176 -1.30283
C -7.77710 -3.65728 -2.49690
H -3.88288 -4.66781 -2.26927
H -5.34753 -5.22889 -3.08331
H -4.91724 -3.50113 -3.10178
H -7.42087 -3.73834 -0.40527
H -8.16650 -2.63771 -2.50269
H -8.62074 -4.35045 -2.49295
H -7.19027 -3.81719 -3.39522
C -3.41729 -4.67418 6.61100
C -2.99014 -4.49751 5.17406
O -3.23843 -3.48253 4.54552
N -2.30859 -5.51829 4.58735
C -1.92169 -6.79080 5.16377
H -3.94434 -3.77992 6.92876
H -4.08844 -5.52871 6.70911
H -2.54766 -4.81316 7.25448
H -2.05632 -5.33227 3.62907
H -0.83543 -6.89202 5.12525
H -2.36580 -7.60213 4.58385
H -2.24831 -6.87234 6.19483
C -3.63337 -0.72849 -5.02172
C -3.10410 -2.13215 -5.19471
O -3.83021 -3.04515 -5.57578
N -1.79893 -2.33324 -4.90745
C -0.83473 -1.34365 -4.45431
H -4.68710 -0.71827 -5.28572
H -3.53020 -0.40470 -3.98509
H -3.10187 -0.03672 -5.67640
H -1.49192 -3.28565 -5.02981
H -0.01495 -1.30048 -5.17149
H -0.43989 -1.65190 -3.48825
H -1.28609 -0.36164 -4.36821
C 0.50315 0.49006 -9.62345
C 0.61486 0.30580 -8.12891
O -0.18434 0.80293 -7.35432
N 1.65064 -0.44346 -7.66192
C 2.69265 -1.11091 -8.41763
H -0.36592 1.10590 -9.83313
H 1.38902 0.99194 -10.01495
H 0.37626 -0.47302 -10.11977
H 1.66513 -0.52370 -6.65700
H 2.66119 -2.18237 -8.21137
H 3.66713 -0.72756 -8.10948
H 2.57049 -0.95174 -9.48357
C 3.31494 -3.39924 -1.97019
C 1.92396 -2.81893 -1.88904
O 1.07306 -3.05256 -2.73940
N 1.63722 -2.01845 -0.83490
C 2.50235 -1.62325 0.26426
H 3.38506 -4.01182 -2.86419
H 4.05830 -2.60375 -2.03258
H 3.51926 -4.02564 -1.10132
H 0.69222 -1.66614 -0.84370
H 2.05963 -1.94721 1.20690
H 2.59346 -0.53697 0.28080
H 3.48984 -2.06106 0.16623


no.,frontier orbital gap (eV),HOMO energy (Ha)
1,5.234,-0.35525
2,5.966,-0.15188